# 1
This record from the Open Molecules 2025 dataset describes 6 unconnected molecules or ions with the total composition C33H52FINO20. The level of theory is ωB97M-V/def2-TZVPD.

XYZ file:
```
108
Properties=species:S:1:pos:R:3:forces:R:3:mulliken_charge:R:1
I -2.219760 4.826773 -3.930764 0.06 0.07 -0.14 0.029
F -3.056442 7.014514 -0.142047 0.04 0.03 -0.14 -0.399
O -1.215847 0.251773 -1.550443 0.12 0.03 -0.35 -0.559
O -0.233577 -5.085246 -0.245206 -0.03 0.04 -0.02 -0.260
O -8.758969 8.891665 -2.357893 -0.03 0.01 0.00 -0.345
O 8.584010 -10.407609 3.114935 -0.03 0.01 -0.05 -0.219
O -7.232003 8.610453 -0.858438 -0.02 0.03 0.03 -0.341
O 9.806565 -10.194111 5.001867 0.02 0.02 0.03 -0.542
O -5.592154 5.656035 0.502380 -0.05 0.11 -0.23 -0.506
O 0.940668 -6.532979 -1.329064 0.01 0.01 -0.05 -0.311
O 5.670065 -10.056636 -0.787574 -0.05 -0.03 0.03 -0.285
O 5.397334 -8.233596 -1.906974 -0.05 0.01 0.00 -0.218
O 2.688661 4.929148 2.800917 0.04 0.02 -0.02 -0.569
O 0.916486 3.849005 3.696770 -0.02 -0.05 0.03 -0.364
O 7.408785 -9.257275 -1.988079 0.04 0.00 -0.01 -0.551
O -6.595451 9.038777 -2.984213 0.02 0.03 -0.03 -0.569
O 2.746782 3.956086 4.836427 0.02 -0.01 0.03 -0.343
O -2.758751 4.700934 1.422631 0.20 0.11 -0.39 -0.747
O 0.545117 1.490953 -2.215941 0.03 -0.09 -0.47 -0.379
O 9.653680 -12.131346 3.851606 -0.01 -0.02 -0.02 -0.305
O 0.239315 -7.056551 0.752475 -0.01 -0.03 0.03 -0.550
O -2.825745 2.792040 0.246459 -0.10 -0.09 0.03 -0.762
N -2.170281 3.961904 -2.039639 0.08 0.09 0.24 -0.872
C -5.369717 4.852970 -0.370332 0.08 -0.25 0.28 0.462
C 9.389104 -10.844760 4.081067 -0.01 -0.03 -0.04 0.746
C -9.115231 9.147788 -3.713743 -0.11 0.00 -0.06 -0.644
C -8.529158 2.831849 -0.725930 0.06 -0.18 -0.08 -0.597
C -2.774391 4.028588 0.380381 0.20 -0.29 0.35 0.013
C 8.213216 -9.030453 3.234895 -0.11 0.16 -0.09 -0.611
C -0.821595 3.479207 -1.756694 0.53 -0.04 -0.52 0.462
C -0.784639 6.313334 -0.211873 0.32 0.36 -0.40 0.531
C -0.497213 7.712653 0.357242 0.25 -0.14 -0.23 -1.548
C -7.646756 3.885484 -0.552684 -0.18 0.03 0.07 -0.647
C -6.670000 1.312762 -0.831486 -0.05 -0.16 0.01 -0.852
C -7.435007 8.862055 -2.138827 0.00 -0.05 0.04 0.804
C -8.037794 1.539874 -0.868676 -0.14 0.12 0.03 -0.372
C 2.154043 4.305201 3.682267 -0.07 -0.02 0.00 0.718
C 4.097905 4.393049 4.947640 0.07 -0.02 0.09 -0.638
C 0.305438 -6.297086 -0.179010 0.02 0.02 -0.03 0.761
C 1.577927 -7.809634 -1.397546 0.12 -0.12 -0.08 -0.610
C 0.143574 4.149045 2.515713 -0.16 -0.11 -0.06 -0.599
C -0.335841 2.481581 -2.814360 0.00 -0.23 0.64 -1.122
C 0.937305 -0.787364 -1.661700 -0.11 0.01 0.74 -0.374
C -0.952101 -4.687035 0.926450 -0.11 0.14 0.16 -0.683
C -2.151495 6.228157 -0.877617 -0.05 0.04 0.75 -0.125
C -0.042879 0.355755 -1.795919 -0.22 -0.05 0.23 0.611
C -2.777604 4.826169 -0.999362 -0.51 0.20 -0.17 3.185
C 5.907168 -7.221801 -2.780954 -0.06 0.13 -0.06 -0.668
C 10.514970 -12.733405 4.820898 0.06 -0.13 0.03 -0.636
C -5.781364 2.364246 -0.672998 0.04 0.07 -0.17 -0.033
C -4.274534 4.994910 -1.420952 0.02 -0.07 -0.12 -2.671
C 0.588823 -1.626876 -0.427853 -0.21 0.15 -0.16 -0.954
C 6.272320 -9.189612 -1.600038 -0.04 0.01 0.02 0.740
C 6.497396 -11.145299 -0.370314 0.08 -0.21 0.14 -0.624
C -6.275593 3.658355 -0.529842 -0.02 0.08 -0.05 0.083
C -5.846868 8.535336 -0.469528 0.14 0.11 0.14 -0.316
H -0.037508 6.149931 -0.993359 -0.08 -0.17 -0.04 0.175
H 7.564376 -8.816441 2.390521 0.01 -0.10 -0.03 0.135
H -4.484162 4.247204 -2.184392 0.10 -0.05 0.01 0.800
H -2.087562 6.725828 -1.850140 -0.11 -0.16 -0.11 0.595
H 7.671399 -8.856156 4.162042 0.07 -0.01 0.05 0.310
H 6.822895 -11.734900 -1.225207 0.07 0.09 -0.04 0.304
H -1.785448 -5.360193 1.117152 0.06 -0.08 0.00 0.351
H -1.328098 -3.687878 0.733556 0.04 -0.01 -0.11 0.195
H 0.611356 3.691643 1.644695 0.05 0.08 -0.02 0.280
H -10.201524 9.143145 -3.744758 0.00 -0.01 0.06 0.213
H 10.062922 -12.698529 5.810143 0.02 0.06 0.01 0.294
H 1.351654 -2.378236 -0.228381 0.00 0.00 0.01 0.389
H 5.090536 -6.523116 -2.936115 -0.04 -0.04 0.04 0.194
H -8.034236 4.891565 -0.449196 0.12 0.06 0.07 0.448
H -0.645123 5.538412 0.534253 -0.19 0.07 -0.02 -0.673
H 2.337570 -7.904322 -0.624164 -0.05 -0.03 0.05 0.292
H 6.748954 -6.707426 -2.322109 0.05 -0.05 -0.02 0.303
H 9.090901 -8.389144 3.189830 0.03 -0.03 0.08 0.329
H 0.065482 5.223884 2.384950 0.08 0.03 0.04 0.310
H -6.291539 0.303224 -0.933071 0.04 0.01 0.00 0.422
H 0.833259 -1.413390 -2.548762 0.22 0.14 -0.16 0.235
H 7.361423 -10.784466 0.184710 0.05 0.02 -0.08 0.270
H 0.300427 2.961049 -3.551804 -0.15 -0.02 -0.19 0.455
H -4.417865 5.970687 -1.893562 -0.01 0.03 0.06 0.548
H -0.291661 -4.661251 1.791070 0.01 -0.09 0.00 0.326
H 10.639811 -13.765947 4.508998 -0.04 0.01 -0.05 0.213
H -0.078304 4.281661 -1.724567 0.00 0.02 0.21 -0.255
H 5.890166 -11.766903 0.280810 -0.12 0.10 -0.01 0.215
H -1.094974 8.470019 -0.149729 -0.12 0.01 0.14 0.369
H 0.458586 -0.980758 0.440884 0.15 -0.06 0.07 0.380
H 2.049730 -7.863105 -2.374446 -0.03 0.09 -0.02 0.192
H -1.175443 1.954106 -3.263509 -0.05 0.12 -0.08 0.507
H -0.835441 2.951714 -0.806093 -0.31 0.10 0.10 0.257
H 0.847742 -8.611434 -1.303461 -0.01 0.01 0.09 0.306
H -8.731976 0.721300 -1.015565 0.05 -0.06 0.02 0.360
H 4.711321 3.959786 4.159054 -0.01 0.05 -0.04 0.287
H 11.481390 -12.233506 4.838506 -0.02 0.05 0.04 0.293
H -9.596302 3.010542 -0.763393 -0.01 0.04 0.01 0.379
H -5.838391 8.311786 0.590323 -0.09 -0.08 -0.01 0.264
H 4.158545 5.479347 4.902575 0.01 0.00 -0.07 0.289
H 4.447200 4.046063 5.916584 -0.06 -0.03 0.01 0.214
H -0.366553 -2.122777 -0.588001 0.03 -0.05 -0.01 0.107
H -0.671975 7.760401 1.429548 -0.18 0.09 -0.01 0.341
H -5.351250 9.486822 -0.657472 -0.03 -0.01 -0.10 0.431
H -8.725525 8.370541 -4.369020 0.06 0.03 -0.01 0.293
H -8.741960 10.118991 -4.035167 0.06 -0.03 -0.02 0.288
H 0.545397 7.974816 0.164952 0.04 -0.04 0.20 0.441
H -4.711154 2.185969 -0.655327 0.04 0.06 0.06 0.628
H 6.208983 -7.654169 -3.732778 0.07 -0.02 0.03 0.316
H -0.851052 3.737416 2.654219 0.03 0.00 0.12 0.333
H 1.946943 -0.389913 -1.576972 0.05 -0.03 -0.26 0.247
H -5.341858 7.736360 -0.997331 0.02 0.02 -0.04 -0.016
```
Positions in Å, forces in eV/Å.

As for the total charge: -1. For the HOMO energy, the calculation gives -5.45 eV. Its gap between HOMO and LUMO is 6.93 eV. The calculation puts the molar mass at 928.67 u. As for the total energy: -88324.418 eV. The LUMO energy is 1.480 eV.

# 2
This record from the Open Molecules 2025 dataset describes a molecular structure, C67H77CsN6O4P2. The level of theory is ωB97M-V/def2-TZVPD.

XYZ file:
```
157
Properties=species:S:1:pos:R:3:forces:R:3:mulliken_charge:R:1
Cs -0.761004 -0.173815 0.401800 0.68 0.58 1.72 2.764
P 0.390125 1.702475 -1.928508 0.26 0.52 -1.51 1.393
P 0.884176 -0.738903 -3.681421 0.57 0.48 -0.70 0.282
O -0.329150 -1.836384 -1.531457 0.25 -1.07 -0.47 0.218
O 1.610687 -0.905295 1.757694 0.56 -0.30 0.36 -0.097
O -3.064635 0.874181 0.587790 -1.39 0.91 0.12 -0.316
O 0.071320 3.053566 0.947986 -0.10 0.02 -0.15 0.138
N -2.434521 -2.686977 -1.006796 -0.57 -1.00 -0.19 -0.832
N -3.007567 -1.498620 -0.680812 0.47 0.28 -0.14 0.411
N 4.113369 0.827667 1.393411 0.12 0.12 -0.04 -0.900
N 1.207782 1.473467 2.812238 -0.22 0.16 0.11 0.509
N 1.147610 0.951370 -3.360916 0.05 -0.44 0.66 0.287
N 3.287749 1.592763 0.490953 -0.10 -0.10 -0.14 0.100
C 2.443530 -0.211578 7.323188 -0.06 0.01 -0.06 2.477
C -1.035395 5.664999 1.641670 -0.02 -0.16 -0.05 3.069
C 0.267217 -6.831319 -0.981265 -0.06 0.03 -0.01 -0.638
C 2.172377 -0.415810 5.827490 0.10 -0.11 0.11 -0.096
C 4.127854 -1.675618 -1.283926 -0.04 0.02 0.02 -0.720
C -3.391607 1.046087 -3.551296 0.05 0.07 -0.04 -0.972
C 1.536811 6.274023 6.270235 -0.04 -0.02 -0.04 -1.799
C 1.924715 3.492721 4.037203 -0.03 -0.03 -0.01 -0.297
C -0.685443 -4.206537 -1.221804 0.29 0.12 -0.03 0.098
C 1.313190 -4.288378 4.281998 0.05 0.02 0.01 -1.882
C 3.293861 6.739431 4.543264 -0.03 -0.01 -0.01 -1.740
C 2.073131 5.460920 -2.131315 0.02 0.00 -0.04 -0.500
C 3.627050 0.755358 7.485370 -0.01 -0.03 0.05 -1.279
C 3.049801 -0.998462 -1.843437 -0.02 -0.12 0.02 0.466
C -6.466426 2.100557 0.324875 0.05 -0.11 -0.09 -0.508
C 1.729335 4.813748 4.244349 -0.08 0.00 0.04 -0.377
C -1.149299 -2.766700 -1.271792 -0.83 0.18 -0.18 -0.812
C -4.191238 -1.228031 -1.052593 -0.17 -0.11 -0.13 -1.201
C 1.143113 -5.758864 -0.900080 0.01 -0.01 0.00 -0.890
C 1.188367 0.502949 -7.580049 0.03 -0.03 0.01 -0.637
C -2.313510 4.806825 1.598995 0.07 -0.04 -0.02 -1.858
C -1.389833 7.008456 2.280633 0.01 0.00 0.05 -2.533
C 1.207296 0.382855 8.013066 0.02 -0.02 -0.01 -1.715
C 3.501783 4.783220 6.055330 -0.02 -0.02 -0.03 -1.986
C 3.666744 -3.847117 3.506559 -0.02 0.02 0.01 -1.824
C 2.309682 -1.576530 -2.873570 -0.05 -0.18 -0.02 1.009
C 2.606616 -2.888597 -3.249480 -0.01 0.07 0.05 -1.036
C 0.242162 4.005345 -3.624775 0.04 0.05 -0.01 -0.868
C -6.275381 0.058296 -0.903423 0.04 0.01 0.03 -0.589
C 0.667154 -4.458124 -1.023468 0.05 0.01 -0.08 0.386
C -4.122100 2.053440 -2.944827 0.03 0.07 -0.08 -0.802
C 2.518678 1.466997 -3.570466 -0.15 0.14 -0.15 -1.510
C 2.856557 -1.202613 -7.397396 -0.02 0.04 0.02 -0.761
C -4.286803 0.938033 0.250721 -0.09 -0.01 0.24 -0.224
C 2.801796 -1.517163 8.037935 -0.01 0.02 -0.05 -2.313
C 2.507876 5.633408 5.265838 0.06 0.10 -0.03 1.937
C 1.755876 -3.632369 1.947621 0.06 0.05 0.02 -2.483
C 2.090135 -1.936075 3.867629 -0.08 -0.16 0.09 -0.474
C 0.790268 3.438925 -2.473603 0.01 0.00 0.14 0.057
C 2.342525 -1.678896 5.185645 -0.02 0.12 -0.02 -0.315
C 1.511631 6.020521 -3.268382 -0.02 -0.06 0.00 -0.740
C -4.929841 -0.063607 -0.566684 0.10 -0.03 -0.01 1.217
C 1.764014 0.628531 5.054947 -0.04 0.03 -0.17 -0.712
C 1.575864 0.495299 3.649612 0.20 -0.13 0.02 -1.856
C 4.472490 -2.944108 -1.733346 -0.07 -0.02 0.00 -0.900
C 1.207846 2.773888 3.012554 -0.04 -0.14 0.05 -1.046
C -1.089778 -6.588949 -1.187402 0.08 0.06 -0.02 -0.619
C 3.689741 -3.562336 -2.701207 -0.05 0.04 -0.02 -0.738
C 0.866063 0.322015 -6.244799 0.00 0.00 0.00 -0.441
C -0.539435 5.937030 0.214430 0.00 -0.03 0.04 -1.527
C 0.040529 4.914737 2.429264 -0.07 0.23 -0.06 -0.368
C 0.595335 5.287170 -4.018603 0.04 -0.02 0.05 -0.673
C 1.730018 -0.821524 2.991352 0.01 0.34 0.05 0.731
C -2.029741 0.910825 -3.298880 0.00 0.08 0.03 -0.315
C 0.710022 5.480719 3.458538 0.09 -0.07 0.01 -0.236
C -5.132528 2.019722 0.667202 -0.02 -0.01 0.01 -0.583
C -7.066483 1.116120 -0.471498 0.05 0.09 0.00 -0.680
C 1.710155 4.176717 -1.738959 0.00 -0.01 0.04 0.098
C -1.386235 1.780942 -2.425845 -0.08 -0.02 0.11 0.948
C -3.486194 2.930813 -2.075969 0.01 0.10 0.00 -0.221
C -2.138958 2.783917 -1.802465 0.11 -0.10 -0.01 0.071
C 2.200577 -3.398328 3.394711 0.05 0.10 -0.10 2.755
C 2.189517 -0.263759 -8.168357 -0.02 -0.04 0.06 -0.463
C -1.561900 -5.289548 -1.304790 0.04 -0.12 -0.01 -0.317
C 0.413683 3.539214 2.019304 0.19 0.02 0.18 0.334
C 1.544397 -0.606327 -5.443155 -0.15 -0.05 0.01 0.322
C 2.541231 -1.366851 -6.050114 0.02 0.03 0.01 -0.226
H -3.068594 5.291453 0.971954 0.01 0.00 0.04 0.448
H -5.187418 2.143853 -3.120731 0.01 -0.02 0.03 0.207
H 1.955020 -3.397812 -3.953250 0.08 -0.01 -0.03 0.518
H -4.055540 3.712968 -1.588978 0.01 -0.05 0.04 0.347
H 0.359986 6.559952 0.235888 -0.03 0.00 -0.03 0.379
H 3.860904 0.910490 8.545064 -0.01 0.01 -0.04 0.497
H -1.648929 3.447518 -1.096702 -0.07 -0.02 0.00 -0.417
H -1.781336 -7.422049 -1.249367 -0.01 0.01 -0.01 0.368
H -0.294675 5.005773 -0.288773 -0.02 0.05 -0.03 0.006
H 2.302956 1.490860 0.745339 -0.01 0.04 0.06 -0.210
H 3.528199 2.567326 0.619167 0.08 0.02 -0.02 0.384
H 3.173980 0.682998 -3.941007 0.00 -0.04 0.00 0.711
H 2.090263 6.831467 7.032082 -0.01 -0.01 -0.02 0.491
H -0.467478 3.432144 -4.210861 -0.01 0.02 0.03 0.295
H 1.502924 1.572138 5.515409 0.07 0.03 -0.01 0.884
H 3.766020 -0.122234 1.308438 0.02 -0.03 -0.02 0.116
H 0.083475 0.924922 -5.795008 0.03 0.00 -0.01 0.161
H -1.483027 0.110349 -3.773754 -0.02 -0.08 0.03 0.141
H 0.497937 6.515139 3.699411 -0.02 -0.02 0.05 0.408
H 1.996883 -2.251761 7.953124 0.05 0.01 0.01 0.410
H 3.823280 7.369718 5.265094 -0.02 -0.01 -0.02 0.453
H 1.401845 0.540428 9.079237 -0.01 0.00 -0.03 0.455
H 2.200164 -5.932383 -0.725718 -0.01 0.03 -0.02 0.470
H -2.724891 4.689904 2.605650 -0.02 0.00 -0.03 0.453
H -2.216313 7.455845 1.722889 0.02 -0.01 0.01 0.434
H 3.638710 -1.809279 -7.840803 0.00 0.01 0.02 0.399
H 2.442595 -0.131146 -9.213682 0.00 0.01 0.01 0.347
H 0.846835 6.965375 5.781722 0.02 -0.03 0.04 0.343
H -1.308684 6.456126 -0.366780 0.01 0.00 0.05 0.498
H 3.899040 1.090344 2.353497 -0.12 -0.06 0.07 0.404
H 1.335793 -3.608425 -0.949846 -0.03 -0.03 -0.03 0.440
H 4.291910 -3.236698 2.849655 0.00 -0.03 0.02 0.318
H 3.904358 -4.577641 -3.015316 0.00 0.01 0.02 0.434
H -1.710059 6.888993 3.320079 0.01 0.02 -0.04 0.416
H 0.711666 -3.355554 1.794429 0.04 -0.02 -0.04 0.431
H 2.787446 6.027732 -1.544914 -0.02 -0.02 0.01 0.474
H 2.503825 2.274296 -4.308267 0.00 0.03 0.03 0.193
H 4.695235 -1.197330 -0.492403 0.00 -0.02 -0.05 0.499
H 4.513769 0.353201 6.989019 -0.01 0.03 0.01 0.302
H 2.134652 3.736143 -0.842894 -0.03 0.02 -0.03 -0.196
H 2.969523 -1.316253 9.099554 0.00 -0.01 -0.01 0.464
H 3.402972 1.724943 7.037029 0.01 -0.02 0.00 -0.002
H 1.620942 -4.275918 5.330270 0.00 -0.01 -0.02 0.410
H -8.115482 1.178764 -0.735804 0.00 -0.02 -0.02 0.342
H -0.550480 7.710354 2.249903 -0.03 -0.02 0.01 0.430
H 3.717072 -1.954465 7.630633 -0.04 -0.02 0.03 0.386
H 3.104323 -2.085942 -5.470161 -0.01 0.00 0.00 0.404
H -6.714300 -0.721184 -1.523533 0.00 0.01 0.00 0.286
H 0.632129 -7.847887 -0.880927 0.00 0.01 0.00 0.375
H 2.987078 4.009202 6.629380 0.03 -0.01 -0.02 0.200
H 0.943819 5.501356 6.765668 0.02 0.04 0.01 0.328
H 0.927743 1.342915 7.576235 0.00 -0.02 0.02 0.268
H 4.027631 6.297192 3.865225 -0.02 0.03 0.01 0.360
H 4.046438 -3.744445 4.526908 -0.01 -0.02 -0.02 0.353
H 2.685396 2.952287 4.584377 -0.03 -0.01 -0.01 0.775
H -2.122024 3.812054 1.195255 -0.05 0.04 0.02 0.188
H 3.768546 -4.894044 3.203012 -0.01 0.03 0.00 0.454
H 4.048792 5.417446 6.757667 -0.01 -0.01 0.00 0.502
H 2.785936 -0.027088 -1.443975 0.05 0.04 -0.05 -0.274
H 0.155670 5.719918 -4.909913 0.00 -0.01 0.00 0.416
H 0.355314 -0.292563 7.909811 0.00 0.03 0.02 0.355
H -7.061548 2.939459 0.676989 0.02 0.01 0.00 0.353
H 2.632183 7.376893 3.952303 0.03 -0.01 0.03 0.300
H 1.351202 -5.322740 3.928145 0.01 0.02 0.01 0.443
H -2.614303 -5.088814 -1.448020 0.00 0.04 0.01 0.494
H 5.326391 -3.460737 -1.310293 -0.03 -0.01 0.02 0.380
H 2.958894 1.859367 -2.649795 0.02 -0.05 0.02 0.259
H 2.660005 -2.513479 5.798315 -0.03 0.00 0.02 0.244
H 0.277598 -3.946509 4.228680 0.00 -0.04 0.01 0.391
H -4.667057 2.792360 1.273683 -0.02 -0.05 0.00 0.354
H 4.229544 4.302817 5.397642 -0.02 -0.01 0.03 0.372
H 2.350779 -3.055719 1.241867 -0.04 -0.06 0.00 0.214
H -4.721131 -1.883696 -1.761641 0.02 -0.12 0.12 0.104
H 1.864016 -4.696033 1.716321 -0.04 0.00 0.03 0.612
H -3.881861 0.345163 -4.217187 0.01 -0.02 0.03 0.383
H 1.782632 7.025628 -3.571195 0.00 -0.01 0.00 0.336
H 0.661846 1.246861 -8.167564 -0.03 -0.02 0.03 0.402
```
Positions in Å, forces in eV/Å.

As for the total charge: -2. For the HOMO energy (alpha / beta), the calculation gives -1.46 / -1.46 eV. Its gap between HOMO and LUMO (alpha / beta) is 4.54 / 4.54 eV. The calculation puts the molar mass at 1225.24 u. As for the total energy: -106986.238 eV. The LUMO energy (alpha / beta) is 3.078 / 3.075 eV.